[1]
Entry from OMol25: a structure of composition C30H55CuN2O2P2 (ωB97M-V with the def2-TZVPD basis set).

Properties
Gap between HOMO and LUMO (spin up / spin down) = 7.80 / 5.39 eV
Relative energy (zero: lowest compared OMol25 entry of this formula, charge and spin) = 0.6656 eV
LUMO (spin up / spin down) = -1.8 / -4.2 eV
Charge = +1
Highest occupied orbital energy (spin up / spin down) = -9.603 / -9.560 eV
Spin multiplicity = 2
⟨S²⟩ = 0.791

XYZ file:
```
92
Properties=species:S:1:pos:R:3:mulliken_charge:R:1
C -0.597 -2.396 -1.150 -0.6618
C 1.644 -2.411 -0.279 0.1362
C -0.439 -3.639 -1.754 -0.7089
C 1.809 -3.721 -0.858 -1.0225
C 0.799 -4.314 -1.581 -0.9018
H -1.257 -4.079 -2.330 0.5477
H 2.772 -4.223 -0.720 0.5138
H 0.949 -5.304 -2.025 0.4112
N 0.387 -1.794 -0.420 1.2766
P -2.285 -0.722 0.304 0.6872
P 2.487 -0.019 0.724 1.0036
C -1.900 -1.638 -1.285 -0.8501
H -1.774 -0.853 -2.051 0.3293
H -2.712 -2.305 -1.620 0.5863
C -0.202 1.697 1.736 0.8782
O -0.299 2.710 2.327 -0.4600
C 2.686 -1.749 0.382 -1.5514
H 3.669 -2.232 0.398 0.3248
C 3.336 0.905 -0.755 2.1443
C 3.512 0.380 2.297 1.9889
C -3.662 0.574 -0.147 2.2995
C -3.012 -2.100 1.422 1.7852
C 2.923 2.390 -0.764 -1.3723
H 3.412 2.955 0.043 0.2799
H 3.226 2.855 -1.722 0.5735
H 1.836 2.509 -0.640 -0.0491
C 4.872 0.796 -0.787 -1.8924
H 5.356 1.368 0.021 0.3014
H 5.202 -0.255 -0.727 0.3481
H 5.241 1.207 -1.747 0.5066
C 2.814 0.184 -2.019 -1.4703
H 3.105 0.764 -2.916 0.5807
H 3.255 -0.822 -2.100 0.3181
H 1.721 0.062 -2.013 0.0035
C 3.746 1.897 2.428 -1.7722
H 2.798 2.456 2.353 0.2722
H 4.184 2.107 3.421 0.5172
H 4.448 2.284 1.671 0.2878
C 2.719 -0.082 3.531 -2.0087
H 1.791 0.496 3.657 0.2451
H 2.468 -1.152 3.471 0.4074
H 3.344 0.075 4.430 0.6074
C 4.849 -0.391 2.305 -1.7385
H 5.508 -0.133 1.464 0.2654
H 5.390 -0.151 3.241 0.5162
H 4.671 -1.479 2.292 0.3450
C -3.284 -1.494 2.814 -1.0119
H -3.664 -2.286 3.486 0.5370
H -2.370 -1.080 3.264 -0.1616
H -4.044 -0.696 2.775 0.1465
C -1.950 -3.223 1.519 -1.4936
H -1.929 -3.827 0.598 0.3451
H -0.934 -2.851 1.698 0.1495
H -2.226 -3.885 2.359 0.6550
C -4.293 -2.769 0.872 -1.6507
H -4.437 -3.725 1.408 0.5069
H -5.198 -2.168 1.030 0.3933
H -4.210 -3.009 -0.202 0.1773
C -3.664 0.817 -1.668 -0.8789
H -4.006 -0.069 -2.228 0.2542
H -4.359 1.648 -1.896 0.7329
H -2.668 1.099 -2.036 -0.9128
C -3.272 1.879 0.578 -1.6135
H -2.293 2.250 0.238 0.0759
H -4.036 2.653 0.373 0.5676
H -3.208 1.736 1.669 0.2828
C -5.105 0.207 0.247 -1.9617
H -5.486 -0.653 -0.324 0.3691
H -5.215 0.000 1.322 0.3297
H -5.751 1.074 0.011 0.5248
Cu 0.016 0.053 0.755 0.1905
N -0.171 1.130 -1.061 0.7430
C -0.257 1.773 -2.038 -0.7164
C -0.372 2.570 -3.274 1.8077
C 0.740 2.146 -4.267 -1.4340
C -1.765 2.297 -3.899 -1.7550
C -0.211 4.071 -2.920 -1.5279
H 1.739 2.335 -3.845 0.1573
H 0.660 1.077 -4.517 0.3439
H 0.630 2.738 -5.193 0.4662
H -2.576 2.602 -3.218 0.4104
H -1.859 2.875 -4.834 0.4911
H -1.886 1.226 -4.133 0.3278
H -0.283 4.666 -3.847 0.4094
H -0.996 4.406 -2.225 0.3683
H 0.772 4.260 -2.458 0.3200
C -0.160 -0.659 3.875 -1.5422
O 0.175 -0.957 2.506 -0.0885
H 0.650 -0.878 4.590 0.4380
H -0.798 -1.428 4.354 0.4492
H -0.521 0.385 4.018 0.3866
H -0.721 -1.024 2.216 -0.4364
```

***

[2]
Entry from OMol25: an isolated molecule of C2H4Br2O (ωB97M-V with the def2-TZVPD basis set).

Properties
Gap between HOMO and LUMO = 10.73 eV
SMILES string = O[C@H](Br)CBr
Relative energy (zero: lowest compared OMol25 entry of this formula, charge and spin) = 0.8538 eV
LUMO = 0.7 eV
Highest occupied orbital energy = -10.036 eV

XYZ file:
```
9
Properties=species:S:1:pos:R:3:mulliken_charge:R:1
C -0.626 0.790 0.239 -0.6220
C 0.510 -0.228 -0.526 -0.1589
O 0.213 -1.536 -0.192 -0.4772
Br -2.433 0.066 0.128 -0.1358
Br 2.196 0.276 0.232 -0.1276
H -0.386 0.988 1.352 0.3559
H -0.538 1.696 -0.335 0.3781
H 0.428 -0.165 -1.565 0.4217
H 0.635 -1.888 0.668 0.3658
```

***

[3]
Entry from OMol25: a cluster of 2 separate species, C7H15NO2 in total (ωB97M-V with the def2-TZVPD basis set).

Properties
Gap between HOMO and LUMO = 10.28 eV
SMILES string = CC(C)C[C@H]1CNC1=O.O
Relative energy (zero: lowest compared OMol25 entry of this formula, charge and spin) = 2.0854 eV
LUMO = 0.7 eV
Highest occupied orbital energy = -9.536 eV

XYZ file:
```
25
Properties=species:S:1:pos:R:3:mulliken_charge:R:1
C 4.043 -0.807 -0.456 -1.5494
C 3.162 0.425 -0.251 0.8686
C 4.013 1.660 0.048 -1.4735
C 2.253 0.627 -1.470 -1.2995
C 1.177 1.693 -1.292 0.6558
C 0.099 1.767 -2.401 -0.7460
N -0.947 1.432 -1.427 -0.3528
C 0.068 1.358 -0.291 0.1826
O -0.057 1.596 0.890 -0.5839
H 4.673 -0.992 0.427 0.4092
H 3.436 -1.706 -0.635 0.3630
H 4.710 -0.669 -1.322 0.3248
H 2.515 0.237 0.621 0.1825
H 3.399 2.538 0.294 0.3414
H 4.681 1.473 0.901 0.4097
H 4.641 1.916 -0.820 0.3150
H 2.866 0.902 -2.344 0.3791
H 1.769 -0.331 -1.721 0.3404
H 1.610 2.677 -1.073 0.4212
H -0.018 2.777 -2.812 0.3105
H 0.221 1.024 -3.202 0.2639
H -1.908 1.758 -1.461 0.2379
H -1.527 -0.335 -0.760 0.3883
O -1.088 -0.849 0.097 -0.6857
H -0.404 -1.396 -0.301 0.2972
```

***

[4]
Entry from OMol25: an isolated molecule of C14H20N6O2 (ωB97M-V with the def2-TZVPD basis set).

Properties
Gap between HOMO and LUMO = 8.20 eV
SMILES string = CC(C)=CCNc1ncn(CC[C@@H](N)C(=O)O)c2ncnc1-2
LUMO = 0.3 eV
Highest occupied orbital energy = -7.858 eV

XYZ file:
```
42
Properties=species:S:1:pos:R:3:mulliken_charge:R:1
O -2.589 -4.562 2.405 -0.6053
N -0.605 3.239 -0.179 -0.7887
N 0.998 -0.128 0.220 -0.4836
N -2.434 2.004 0.656 -0.6962
O -1.731 -3.462 4.169 -0.4755
C -2.578 -3.528 3.079 0.5208
C -1.947 3.198 0.119 -0.3733
C 0.028 -0.631 0.937 -0.2310
C -1.393 1.220 0.790 0.2273
C -0.306 1.914 0.178 0.8214
C 0.824 1.195 -0.137 0.3290
C 3.727 1.392 -3.428 1.0742
C 3.123 0.777 -2.341 -0.3807
N 1.907 1.912 -0.598 -0.0759
N -1.187 -0.034 1.306 0.2167
N -5.001 -3.189 2.375 -0.6795
C 4.191 2.778 -3.562 -1.1714
C 3.790 0.470 -4.568 -1.2677
C 3.137 1.225 -0.969 -1.2088
C -2.106 -0.681 2.265 -1.0988
C -3.745 -2.533 2.729 -0.0974
C -3.315 -1.484 1.695 -0.4928
H -1.290 -4.369 4.245 0.3648
H -2.702 3.924 -0.127 0.4371
H 0.201 -1.639 1.260 0.4094
H 2.916 -0.268 -2.424 0.2118
H 1.709 2.915 -0.629 0.3098
H -4.712 -4.105 1.877 0.3294
H -5.560 -3.279 3.257 0.2842
H 3.559 3.287 -4.396 0.2592
H 4.109 3.298 -2.611 0.3198
H 5.266 2.776 -3.735 0.3512
H 4.709 0.567 -5.087 0.4026
H 2.998 0.543 -5.319 0.2598
H 3.816 -0.643 -4.272 0.3078
H 3.360 0.355 -0.334 0.3213
H 3.958 1.821 -0.603 0.5156
H -1.482 -1.352 2.899 0.4254
H -2.404 0.013 3.059 0.3152
H -4.045 -2.008 3.622 0.5086
H -3.074 -2.117 0.791 0.2092
H -4.118 -0.810 1.387 0.3949
```